Record 1
Molecular formula: C8H15N
Method: DFT, ωB97M-V/def2-TZVPD

```
24
Properties=species:S:1:pos:R:3:forces:R:3
N -2.369 0.846 -0.988 -0.0418 -1.3889 -0.8786
C -1.630 0.342 -0.168 0.3118 -0.3475 1.9304
C -0.739 -1.357 0.460 -1.4070 -2.4832 0.4939
C -0.526 0.039 0.710 0.8667 5.1307 -4.0031
C 0.862 0.654 -1.659 0.0636 0.0728 -0.1021
C 0.732 0.988 -0.193 -0.3479 -1.5184 2.3304
C -0.667 0.548 2.135 0.1239 -0.1528 -0.2815
C -0.689 -2.236 -0.757 -0.0605 0.3263 -0.2191
C 2.002 0.648 0.564 0.2559 0.5175 -0.3945
H 0.004 0.959 -2.261 -0.0690 -0.2874 0.0673
H 1.991 1.006 1.592 -0.1088 -0.0677 0.0655
H -0.590 1.634 2.178 0.0929 -0.0607 -0.0522
H 0.089 -2.998 -0.674 0.1499 0.0187 -0.1320
H 1.072 -0.407 -1.790 -0.0866 0.0441 -0.1323
H -0.931 -1.914 1.373 -0.1582 -0.0446 0.0195
H -1.639 -2.775 -0.884 0.1228 0.0452 0.1757
H 1.706 1.197 -2.093 0.1150 0.0269 0.1374
H -2.037 1.445 -1.751 -0.2187 0.5222 0.8331
H -1.632 0.264 2.556 -0.0028 -0.1187 -0.0482
H 0.428 2.028 -0.046 -0.0256 -0.0632 0.0793
H 0.117 0.096 2.743 0.0030 0.0494 0.0407
H 2.137 -0.435 0.560 0.1214 -0.0545 0.0526
H 2.863 1.118 0.082 0.1867 -0.1653 0.0059
H -0.553 -1.689 -1.688 0.1133 -0.0011 0.0119
```
Positions in Å, forces in eV/Å.

Results
HOMO energy (alpha / beta): -0.2361 / -0.2194 hartree
Kohn-Sham gap (alpha / beta): 7.0700 / 6.4320 eV
net charge: 0
ΔE to the lowest compared entry with this formula, charge and spin: 489.66 kJ/mol

natural (NBO) atomic charge list, values in e, 6 entries: N -0.697; C 0.546; C -0.337; C -0.154; C -0.631; C -0.199

***

Record 2
Molecular formula: C8H15N2
Method: DFT, ωB97M-V/def2-TZVPD

```
25
Properties=species:S:1:pos:R:3:forces:R:3
N -0.340 -1.284 0.519 -1.4323 -1.9623 -1.7078
N -1.391 -0.865 -1.473 -2.2165 1.0182 -0.6959
C 0.470 0.379 -1.020 -0.6817 0.5527 2.7577
C -0.285 1.072 1.454 -2.9217 -2.2115 -2.3621
C -0.945 0.339 -1.505 2.2860 -1.0169 -1.7302
C 0.411 -0.061 0.558 -0.5657 2.7044 -1.1056
C -0.984 -1.742 -0.554 -0.3707 1.8514 0.6908
C -1.784 1.223 1.008 -1.8684 0.2314 0.3950
C 1.381 -0.367 -1.935 -0.2018 -1.8091 -1.6366
C 1.699 -0.314 1.262 1.4512 -0.1179 2.4816
H 2.478 0.477 1.172 -0.7434 -0.4271 -0.4006
H 2.129 -1.270 0.961 0.2616 0.0535 0.1369
H 1.054 -0.129 -3.026 1.1896 -0.1665 1.7371
H -1.292 1.149 -2.205 -0.4579 -0.9479 1.0594
H 1.511 -0.309 2.443 0.3345 -0.4404 -2.5624
H -1.987 1.702 0.014 0.6333 -0.5556 0.5122
H -2.375 0.240 1.051 1.0969 1.2112 -0.1963
H 0.797 1.370 -1.062 0.5755 1.7745 0.3447
H 1.274 -1.503 -1.880 0.1170 1.3877 0.1225
H -0.216 -1.922 1.249 0.2259 -1.0871 1.4721
H 0.247 1.956 1.262 0.8157 1.2002 0.2291
H -1.499 -2.681 -0.755 1.0448 -0.5935 1.0216
H -2.452 1.897 1.633 1.2840 -0.6635 -0.1647
H 2.409 -0.098 -1.650 -0.2554 -0.1521 -0.7531
H -0.312 0.740 2.480 0.3995 0.1662 0.3546
```
Positions in Å, forces in eV/Å.

Results
structure (SMILES): CC[C@@]1(C)[NH+]=CN=C[C@@H]1C
HOMO energy: -0.5278 hartree
Kohn-Sham gap: 8.9894 eV
net charge: +1
ΔE to the lowest compared entry with this formula, charge and spin: 207.95 kJ/mol

natural (NBO) atomic charge list, values in e, 6 entries: N -0.489; N -0.473; C -0.335; C -0.396; C 0.323; C 0.137

***

Record 3
Molecular formula: C8H15N2O
Method: DFT, ωB97M-V/def2-TZVPD

```
26
Properties=species:S:1:pos:R:3:forces:R:3
O 1.411 0.596 1.802 -0.3274 -0.8812 0.6360
N -2.880 0.954 0.841 0.8183 0.2261 -0.4489
N -1.101 0.095 -0.067 2.1656 -0.1018 1.8391
C 1.725 -0.946 0.074 -1.7465 1.1349 4.1091
C -2.128 -0.292 -1.017 -0.8725 1.6842 2.4374
C -1.611 0.661 0.979 -1.9501 -0.4995 -3.0650
C 2.625 1.359 -0.147 -0.6545 2.8100 0.8739
C -3.364 0.573 -0.493 -1.8926 -1.9402 -0.6566
C 1.093 -2.083 0.855 2.9862 0.4812 2.4290
C 3.171 1.309 -1.341 -0.6835 -0.3350 1.7218
C 1.938 0.293 0.586 -0.3790 -0.7414 -1.0211
H 1.186 1.508 1.940 0.4927 0.8687 -0.2156
H -3.320 1.279 1.664 -1.3495 0.4921 0.1936
H -1.727 -0.128 -1.933 0.3642 1.3361 -3.1557
H 3.137 0.403 -1.797 0.4157 -2.4372 -1.8028
H 1.921 -2.918 0.841 -1.3273 1.5613 1.0001
H -4.380 -0.002 -0.319 2.2505 0.7956 -0.7233
H 2.542 2.420 0.241 0.1926 -1.4323 0.2992
H 2.136 -1.122 -0.818 1.4869 -0.8903 -3.3565
H -2.240 -1.312 -1.008 -0.7376 -2.6192 0.5890
H 0.706 -1.709 1.910 1.2925 -1.1346 -2.0392
H 3.634 2.112 -1.786 0.7702 1.6661 -0.9465
H -3.580 1.352 -1.255 0.2450 0.1720 1.1398
H 0.338 -2.637 0.432 -2.1866 -0.6808 -1.5465
H -0.063 -0.151 0.037 -1.2690 -0.1557 -1.1137
H -1.117 0.865 1.828 1.8957 0.6210 2.8234
```
Positions in Å, forces in eV/Å.

Results
HOMO energy: -0.4349 hartree
Kohn-Sham gap: 8.9007 eV
net charge: +1
ΔE to the lowest compared entry with this formula, charge and spin: 339.03 kJ/mol

natural (NBO) atomic charge list, values in e, 6 entries: O -0.698; N -0.529; N -0.525; C -0.298; C -0.218; C 0.382

***

Record 4
Molecular formula: C8H15N2O2
Method: DFT, ωB97M-V/def2-TZVPD

```
27
Properties=species:S:1:pos:R:3:forces:R:3
O 1.757 -1.080 -0.860 -0.1189 -1.4238 -1.4906
O 3.258 0.346 -0.377 1.8537 0.7026 -0.7249
N -0.471 -2.513 -0.213 -0.7586 1.5514 -2.7506
N 2.240 -0.216 -0.180 -0.3767 0.8287 1.5070
C -0.917 1.239 0.569 -0.5973 1.5426 2.5185
C 0.595 1.488 0.549 -0.4838 -2.3727 -1.9259
C 0.708 1.936 -0.913 -0.2525 -5.5134 0.0846
C 0.639 -1.036 1.412 -2.1820 3.9219 2.6187
C 1.468 0.261 1.010 -4.4473 -2.5001 -3.0207
C -0.465 -1.183 0.435 -2.7052 3.6058 -0.9784
C -1.227 -0.040 -0.062 2.1765 -5.4865 2.1559
C -2.371 -0.003 -0.999 0.0100 -4.5447 -0.4420
H 0.328 1.087 -1.626 0.3447 1.7631 1.1933
H -2.645 0.959 -0.953 -1.5195 3.3540 -0.7845
H 2.119 0.443 1.737 2.8262 1.2528 2.7698
H 1.663 2.083 -1.173 3.6713 0.8142 -1.1599
H 1.273 -1.834 1.441 1.7485 -2.2651 -0.1019
H -1.314 1.259 1.638 0.2487 -0.0286 -1.1928
H -1.429 2.080 -0.008 0.6678 -1.1199 1.1054
H 0.495 -2.701 -0.448 0.8101 -0.3002 0.2240
H -3.249 -0.631 -0.711 0.6511 0.4303 0.3079
H -2.180 -0.384 -2.015 0.2940 0.5761 0.0852
H 0.277 -0.941 2.557 0.5300 0.0896 -2.5578
H 0.200 2.790 -0.971 -2.1353 3.3075 -0.7537
H -0.896 -3.335 0.219 -0.3233 0.2796 0.1362
H 0.978 2.229 1.133 0.2360 2.4760 1.7862
H -0.834 -2.301 -1.191 -0.1685 -0.9414 1.3911
```
Positions in Å, forces in eV/Å.

Results
structure (SMILES): CC1=C([NH3+])C[C@@H]([N+](=O)[O-])[C@@H](C)C1
HOMO energy: -0.4805 hartree
Kohn-Sham gap: 9.7022 eV
net charge: +1
ΔE to the lowest compared entry with this formula, charge and spin: 392.68 kJ/mol

natural (NBO) atomic charge list, values in e, 6 entries: O -0.456; O -0.304; N -0.702; N 0.560; C -0.455; C -0.218

***

Record 5
Molecular formula: C8H15N2O2
Method: DFT, ωB97M-V/def2-TZVPD

```
27
Properties=species:S:1:pos:R:3:forces:R:3
O -2.759 -1.831 0.836 1.4800 -0.0655 0.7959
O -0.250 -2.702 -0.421 -0.7799 -3.4904 -0.6339
N 1.576 -1.037 -1.495 2.3066 0.8234 -0.0456
N -1.762 -0.833 0.824 -1.4990 -2.1626 -1.3801
C -2.435 1.271 -0.321 -0.5242 -0.0164 0.0264
C -0.348 -1.546 -0.192 1.3052 2.7358 0.5743
C -3.017 2.401 -0.914 1.8041 -0.4672 -3.7470
C -2.224 0.206 0.196 0.7651 0.0109 0.8115
C 1.153 0.169 0.813 -0.0721 -0.4409 -2.9348
C 2.414 0.925 0.513 -1.6263 2.9920 -2.7407
C 0.543 -0.422 -0.580 -1.7210 1.6268 1.0774
C 1.527 -0.910 1.726 -0.1879 -0.9385 0.2594
H 2.078 1.645 -0.331 0.8823 -0.5996 1.0845
H 3.196 0.330 0.013 0.1760 0.1269 0.9636
H 0.718 -1.304 2.320 -0.1450 -0.5442 -0.0366
H 2.069 -1.656 1.138 -0.1684 -0.4771 0.4273
H -4.032 2.371 -0.863 -3.1207 -0.4385 0.1833
H 1.134 -1.945 -1.726 1.0834 -0.4543 0.4386
H -0.077 0.357 -1.119 1.2602 -0.3007 0.3369
H 2.239 -0.464 2.367 0.8312 0.1000 1.1667
H 2.718 1.593 1.321 0.5322 -0.5533 -0.0594
H -2.778 2.391 -2.059 -0.1672 0.4110 1.9806
H 1.873 -0.612 -2.419 -1.2273 0.1274 1.2800
H 2.543 -0.974 -0.955 -2.4167 -1.2784 -1.1070
H -3.629 -1.440 0.674 -0.0425 0.3792 -0.1002
H 0.285 0.741 1.092 0.1728 0.7376 0.6863
H -2.755 3.275 -0.437 1.0990 2.1567 0.6924
```
Positions in Å, forces in eV/Å.

Results
⟨S²⟩: 2.020
HOMO energy (alpha / beta): -0.3235 / -0.5150 hartree
Kohn-Sham gap (alpha / beta): 5.6080 / 7.9533 eV
net charge: +1
ΔE to the lowest compared entry with this formula, charge and spin: 253.90 kJ/mol
spin multiplicity: 3

natural (NBO) atomic charge list, values in e, 6 entries: O -0.451; O -0.548; N -0.733; N -0.012; C 0.169; C 0.388

***

Record 6
Molecular formula: C8H15N2OPb3
Method: DFT, ωB97M-V/def2-TZVPD

```
29
Properties=species:S:1:pos:R:3:forces:R:3
Pb 6.341 -4.024 -3.686 -0.3232 -0.4132 0.6388
Pb 3.179 -2.012 -8.232 -0.6153 -0.0403 -0.1382
Pb 4.706 1.928 -3.476 -0.7516 -0.1707 0.3679
O 3.318 -1.456 -4.225 1.1063 0.5189 -0.5139
N 2.125 -4.647 -0.393 -1.3438 0.0384 0.2259
N 0.006 2.705 -0.720 0.2584 -0.0370 -0.2921
C -1.787 4.086 0.739 1.3380 -1.7966 -1.5859
C 0.995 -4.679 -0.103 0.9057 0.6110 -0.6769
C -0.338 4.936 2.691 0.2922 -0.6699 0.3590
C -0.959 -2.262 0.858 -0.4135 -0.9057 -0.0819
C -0.440 -4.704 0.207 0.8741 -1.4961 0.8669
C -1.526 4.079 2.214 0.5983 0.2318 0.8149
C -0.755 3.319 -0.111 -0.7430 0.7243 1.5817
C -1.287 -3.530 0.018 -1.4238 2.3575 -0.6246
H -0.089 4.803 3.744 -0.4839 0.0857 0.1940
H -1.773 -1.565 0.658 0.5643 0.4737 -0.3512
H -2.393 4.309 2.834 -0.2827 0.4154 -0.5788
H -2.345 -3.744 0.168 0.1370 -0.6752 0.5641
H -1.362 -3.198 -1.018 0.6148 0.0379 -0.3846
H -1.049 -2.424 1.932 0.3075 -0.3943 0.0274
H -1.767 5.043 0.217 -0.7406 0.4333 0.3252
H -0.498 -4.950 1.267 0.1054 -0.3940 0.3563
H 0.599 4.630 2.225 -0.1107 0.2792 -0.5741
H -0.851 -5.584 -0.287 -0.0589 -0.2392 -0.1460
H 0.057 -1.961 0.602 -0.1891 0.6113 0.1060
H -1.313 3.050 2.503 0.3717 -0.4639 0.0639
H -2.673 3.486 0.534 -0.5922 0.5702 -0.2309
H 2.499 -1.615 -3.716 0.3895 0.0540 -0.2039
H -0.621 5.980 2.553 0.2089 0.2537 -0.1092
```
Positions in Å, forces in eV/Å.

Results
HOMO energy: -0.7365 hartree
Kohn-Sham gap: 1.3189 eV
net charge: +5
ΔE to the lowest compared entry with this formula, charge and spin: 545.33 kJ/mol

natural (NBO) atomic charge list, values in e, 6 entries: Pb 1.736; Pb 1.760; Pb 1.793; O -1.261; N -0.390; N -0.411

***

The highest ΔE to the lowest compared entry with this formula, charge and spin belongs to which entry?
C8H15N2OPb3